Record 1
Molecular formula: C6H14N2O
Method: DFT, wB97M-V/def2-TZVPD

The geometry in XYZ format:
```
23
Properties=species:S:1:pos:R:3:forces:R:3
N -2.3490 -1.1499 -0.9532 2.3870 -0.3260 0.4256
H -1.7182 1.5446 0.5242 -1.5434 2.5790 0.4377
C 2.0705 2.2939 0.0809 0.7649 0.6115 -2.1259
C -1.2026 0.7028 0.2866 0.0489 -1.5744 0.5918
C -1.9758 -0.5944 0.5052 -2.1195 2.4867 -0.5707
H 0.6644 -1.0799 -2.1682 3.4536 3.1654 1.0311
H 2.6754 1.6570 -0.6747 -1.3753 0.3299 1.3241
C -1.1801 -1.4086 1.5521 0.5639 -0.3224 1.2080
H 2.3065 -1.2742 -1.5970 -2.2262 3.2989 -0.1381
H 2.4801 2.0796 1.1394 -1.1077 0.6638 -1.5830
N 1.5691 -0.3601 -1.6521 -0.7193 -5.4235 -3.6722
O 0.5836 2.1846 -0.1192 2.0415 -1.0619 0.7157
H -1.4234 -1.6485 -1.1169 -1.6185 0.3156 -0.2570
H -1.7269 -0.9351 2.5682 2.3824 -1.5762 -2.3371
H -1.4605 -2.5220 1.4965 0.6218 1.5253 0.2844
H -2.3577 -0.4460 -1.8015 0.0779 -1.0143 2.9123
C 1.0123 -0.2848 -0.3148 2.6651 1.5924 1.6537
H 1.9870 -0.2504 0.3687 -2.3719 -0.2885 -0.7478
H 0.5265 -1.1992 -0.3465 -1.1404 -1.3594 1.9761
C 0.0720 0.8832 0.0171 1.8956 -0.3935 -1.3026
H 2.3660 3.3217 -0.3988 -0.8763 -1.4947 1.7707
H 0.1121 -1.2247 1.4451 -4.5054 -0.8319 0.9909
H -3.0312 -0.2897 1.1590 2.7014 -0.9020 -2.5878
```
Forces are in eV/Å.

Results
Charge   0
Calculated total energy   -421.51913 a.u.
E_HOMO   -8.512 eV
E_LUMO   0.52 eV
SMILES   CO/C(=C/[C@H](C)N)CN

=====

Record 2
Molecular formula: C7H10N2O2S
Method: DFT, wB97M-V/def2-TZVPD

The geometry in XYZ format:
```
22
Properties=species:S:1:pos:R:3:forces:R:3
H -0.0403 -2.0179 3.7545 2.0088 1.1732 -0.8862
H -2.8151 -0.1187 -2.9696 -0.2504 1.9213 -1.6119
N -1.0938 -0.3688 -1.7965 -2.0875 1.1061 -1.2947
H 2.9120 -0.1490 2.6943 -0.2338 0.8925 -0.7056
N 2.1025 0.2204 2.1785 0.5122 -0.6275 0.6440
H 1.7039 -1.4034 4.2014 0.2297 -0.1100 0.1167
O 1.5004 1.6942 -1.7081 1.2476 1.6952 -2.0407
H -2.9910 -0.1710 -1.2573 -1.3716 0.2800 0.9696
C 0.9261 -1.4334 3.4600 -2.5390 -0.2493 0.0414
H -2.9102 -1.6024 -2.3930 1.1987 0.2683 1.2868
O 3.2698 1.3521 0.5042 -1.2902 -0.4613 0.8144
C 0.9795 -0.5558 2.4265 0.5320 -1.1423 1.0621
H -0.8207 1.8086 -2.5144 0.0032 -2.1724 1.5488
H -1.0349 -0.7589 -0.8971 1.2482 -1.3469 1.7514
C -2.5256 -0.5886 -2.0964 -0.4339 -1.5487 -0.5506
C 0.9500 0.6702 0.2474 -0.4085 0.4063 0.1578
C -0.7738 1.0830 -1.5808 1.4877 1.6094 -2.0268
H -1.4483 1.4466 -0.8665 -1.3912 0.2642 1.0161
H -0.5725 -0.8652 -2.4759 1.4932 -0.2594 -0.5399
C 0.6569 1.2324 -0.9887 -0.4506 -1.6425 0.4687
S -0.1994 -0.3222 1.1675 -0.2858 0.4701 0.1948
C 2.2244 0.8477 0.9100 0.7812 -0.5263 -0.4161
```
Forces are in eV/Å.

Results
Charge   0
Calculated total energy   -930.80010 a.u.
E_HOMO   -6.607 eV
E_LUMO   -0.25 eV
SMILES   C=C1NC([O-])=C(C(=O)C[NH2+]C)S1

=====

Record 3
Molecular formula: C45H39N5O2PReS2
Method: DFT, wB97M-V/def2-TZVPD

The geometry in XYZ format:
```
95
Properties=species:S:1:pos:R:3:forces:R:3
H -0.5134 -0.0370 -2.9798 -0.0048 0.0564 -0.0051
C 3.8056 1.3168 -0.3207 0.0277 -0.0504 0.0308
C -4.0764 -2.5835 0.7792 0.0060 0.0322 0.0544
H 4.3438 -0.0865 2.7346 0.0019 0.0086 -0.0056
H 1.9551 2.6276 -4.7882 -0.0011 -0.0039 0.0058
C 1.9567 3.1815 -3.8585 -0.0283 -0.0531 0.0182
H -3.1222 4.5248 3.4162 0.0019 -0.0055 -0.0091
H -3.7298 3.2989 -1.2868 0.0071 0.0112 -0.0194
H 2.9739 6.1762 -2.6282 -0.0063 -0.0038 0.0080
C -3.7450 3.7742 1.5091 -0.0078 -0.0060 0.0022
C 0.6337 -1.7626 4.5387 -0.0055 0.0020 -0.0073
H 0.6716 -2.3365 2.4777 0.0030 0.0055 -0.0076
C 1.4188 2.6210 -2.7330 0.0196 0.0529 -0.0509
C 1.4196 4.7848 0.8487 -0.0018 0.0341 0.0183
H -6.9612 -5.6697 -2.5206 0.0014 0.0021 0.0026
C 1.9849 4.6395 -1.4811 -0.0552 -0.0741 0.0125
C 1.4097 3.3410 -1.5210 0.0436 0.0000 0.0363
C 1.4369 -2.7766 -3.1111 0.0264 -0.0391 0.0034
H -3.0349 -2.8906 0.8299 -0.0103 -0.0291 -0.0244
C 3.5241 0.6514 0.8764 -0.0274 0.0554 -0.0447
S -1.8753 1.6630 -1.3448 -0.0556 -0.1883 -0.0689
H -6.3586 1.3268 0.0754 -0.0085 -0.0008 -0.0054
H 2.6220 -3.4609 -1.4627 0.0017 0.0038 -0.0005
C 0.9374 -1.5739 3.1995 0.0400 -0.0561 -0.0097
H 1.3653 5.2934 1.8008 -0.0033 -0.0080 0.0011
N 0.6903 -0.6997 -1.4063 0.1717 -0.0421 -0.5000
H 1.8903 1.1202 5.8052 -0.0018 -0.0060 -0.0047
C 1.6109 -0.4189 2.8006 -0.0539 0.0548 -0.0489
C -6.7756 -4.8903 -0.5341 -0.0056 -0.0073 -0.0151
C -6.3818 -5.0453 -1.8543 -0.0080 0.0016 0.0071
C -3.0346 -0.4533 0.1169 0.0088 -0.1325 0.0443
H 0.1367 -2.6696 4.8552 0.0028 0.0003 -0.0045
C 0.9749 -0.7946 5.4736 0.0147 0.0251 -0.0053
C -5.4321 -0.6116 0.0097 -0.0047 -0.0392 -0.0233
C -5.1184 5.1460 2.9230 -0.0200 -0.0017 -0.0137
H -2.8039 3.2598 1.3275 -0.0222 0.0067 -0.0122
C 0.1303 2.9005 1.8780 0.2812 0.0597 0.1016
H 0.7383 -0.9473 6.5180 0.0011 -0.0011 -0.0021
H -4.9282 -4.5423 -3.3499 0.0023 0.0038 0.0033
H 5.2997 2.3025 -1.4965 -0.0006 -0.0035 0.0040
C -6.1407 5.0959 1.9878 0.0119 0.0077 0.0135
C 0.1877 -0.7988 -2.6817 0.1539 -0.0478 0.0985
C 0.8726 3.5124 0.7317 -0.1235 0.0135 -0.0922
C 1.5380 -1.6714 -0.9943 -0.1230 0.0235 0.0446
H -6.7687 4.3469 0.0771 0.0040 -0.0010 0.0073
H -3.5834 -3.1368 -1.8264 -0.0107 -0.0058 -0.0013
H 0.1168 -1.8120 -4.5372 -0.0021 0.0019 0.0103
C 5.0816 1.7924 -0.5674 0.0104 0.0103 -0.0123
C 5.8142 0.9309 1.5616 0.0095 0.0068 -0.0130
H 2.4275 6.3346 -0.2243 -0.0064 -0.0055 -0.0019
C 4.5406 0.4472 1.8137 -0.0330 0.0024 0.0569
H 2.4618 1.4625 3.4449 0.0001 -0.0092 -0.0046
H 2.6821 -2.2719 0.5769 0.0045 -0.0220 -0.0349
C 1.9316 -2.7172 -1.8365 -0.0066 0.0061 0.0274
C -3.9190 4.4827 2.6852 0.0209 0.0027 0.0221
H 1.0132 1.6199 -2.7705 -0.0232 -0.0275 0.0224
C -5.9711 4.3778 0.8107 0.0043 -0.0010 -0.0190
C -5.4291 0.8468 0.3724 -0.0193 0.0217 0.0292
H -5.2532 5.7040 3.8396 0.0015 -0.0019 -0.0027
H -7.0711 5.6156 2.1714 0.0023 -0.0017 -0.0016
H -7.6597 -5.3942 -0.1679 0.0019 0.0010 -0.0018
S -1.4835 -0.9505 0.6126 0.0554 0.0687 0.0470
H -5.2877 1.0126 1.4425 -0.0016 0.0027 -0.0050
N 0.8746 2.7905 -0.3848 0.2430 0.1954 0.0362
H 2.9437 4.8935 -4.7324 -0.0033 0.0015 0.0091
H -5.4622 2.9622 -1.3392 -0.0134 0.0022 0.0199
H -6.1620 -1.1516 0.6093 -0.0052 -0.0071 -0.0020
H -4.4853 -2.5885 1.7914 0.0165 0.0011 0.0040
C -5.2379 -4.4077 -2.3223 0.0067 -0.0054 -0.0074
N 1.9706 -1.6052 0.3029 0.0511 0.0588 -0.0313
H 3.0370 1.4428 -1.0717 0.0144 -0.0121 0.0011
O -0.3701 1.6624 1.5659 0.2266 0.0167 -0.3031
C 2.5227 4.4747 -3.8287 0.0251 0.0445 -0.0039
C 1.6254 0.3671 5.0755 -0.0232 -0.0365 0.0440
C -3.2036 0.9002 -0.5088 -0.1242 0.1802 -0.0480
C 1.9869 5.3459 -0.2653 0.0362 0.0182 -0.0055
C 1.9450 0.5574 3.7430 -0.0077 0.0658 -0.0655
C 0.5368 -1.7943 -3.5421 -0.0744 0.0235 -0.0571
Re -0.0596 0.8472 -0.1231 -0.6923 -0.0009 0.7026
C 6.0829 1.6066 0.3782 0.0000 -0.0008 0.0085
C -6.0312 -4.0896 0.3222 0.0048 0.0095 0.0186
C 2.5395 5.1854 -2.6657 0.0041 0.0002 -0.0357
H 7.0800 1.9813 0.1882 -0.0040 -0.0005 0.0009
N -4.3295 1.5158 -0.3522 0.0801 -0.0172 -0.0273
C -4.7720 3.7215 0.5675 -0.0171 0.0088 0.0079
C -4.4898 -3.6166 -1.4669 0.0111 0.0047 0.0055
N -4.1045 -1.1733 0.3067 0.0262 -0.0052 -0.0706
P 1.9060 -0.0895 1.0690 0.0639 -0.1893 0.1865
H 1.7367 -3.5764 -3.7753 0.0030 0.0028 0.0042
H 6.6000 0.7764 2.2884 -0.0021 -0.0009 -0.0008
C -4.8872 -3.4530 -0.1414 -0.0229 0.0026 -0.0125
C -4.5749 2.9427 -0.7070 0.0022 -0.0499 0.0128
H -6.3355 -3.9777 1.3571 -0.0001 0.0001 -0.0088
H -5.6733 -0.7839 -1.0411 -0.0042 0.0085 -0.0004
O -0.0466 3.4085 2.9337 -0.0825 -0.0299 -0.0364
```
Forces are in eV/Å.

Results
Charge   +3
Spin multiplicity   2
Calculated total energy   -3377.74546 a.u.
E_HOMO (spin up / spin down)   -15.745 / -15.742 eV
E_LUMO (spin up / spin down)   -10.02 / -9.72 eV